{
  "formula": "C54H129F6N6O12P",
  "method": "ωB97M-V/def2-TZVPD",
  "lumo_energy_ev": [-5.400, -8.459],
  "homo_energy_ev": [-12.4392, -12.4388],
  "spin_multiplicity": 2,
  "orbital_gap_ev": [7.04, 3.98],
  "total_charge": 3,
  "symbols": ["P", "F", "F", "F", "F", "F", "F", "O", "O", "O", "O", "O", "O", "O", "O", "O", "O", "O", "O", "N", "N", "N", "N", "N", "N", "C", "C", "C", "C", "C", "C", "C", "C", "C", "C", "C", "C", "C", "C", "C", "C", "C", "C", "C", "C", "C", "C", "C", "C", "C", "C", "C", "C", "C", "C", "C", "C", "C", "C", "C", "C", "C", "C", "C", "C", "C", "C", "C", "C", "C", "C", "C", "C", "C", "C", "C", "C", "C", "C", "H", "H", "H", "H", "H", "H", "H", "H", "H", "H", "H", "H", "H", "H", "H", "H", "H", "H", "H", "H", "H", "H", "H", "H", "H", "H", "H", "H", "H", "H", "H", "H", "H", "H", "H", "H", "H", "H", "H", "H", "H", "H", "H", "H", "H", "H", "H", "H", "H", "H", "H", "H", "H", "H", "H", "H", "H", "H", "H", "H", "H", "H", "H", "H", "H", "H", "H", "H", "H", "H", "H", "H", "H", "H", "H", "H", "H", "H", "H", "H", "H", "H", "H", "H", "H", "H", "H", "H", "H", "H", "H", "H", "H", "H", "H", "H", "H", "H", "H", "H", "H", "H", "H", "H", "H", "H", "H", "H", "H", "H", "H", "H", "H", "H", "H", "H", "H", "H", "H", "H", "H", "H", "H", "H", "H", "H", "H", "H", "H"],
  "positions_angstrom": [[4.733546, -0.594036, 3.988250], [3.792870, -1.187544, 5.205660], [3.852915, 0.787367, 3.978926], [5.580493, -1.960488, 3.826292], [5.597987, 0.049756, 2.749273], [5.800011, 0.021180, 5.052934], [3.739063, -1.199977, 2.882455], [7.950179, 3.198253, 0.309306], [-6.535619, -0.079872, 1.318810], [2.543612, 3.098254, -3.107987], [1.798343, -5.971003, -4.790310], [0.784002, 4.375535, 4.696271], [-1.390317, 0.328321, 1.328184], [-3.620440, 5.399040, -2.724996], [-0.925967, -1.208538, -0.240696], [-1.451337, 0.934362, 7.195963], [1.667447, -1.047160, -4.548465], [-0.701520, 5.389713, 3.433626], [0.580340, 3.766771, -3.897915], [1.681281, -4.455796, -1.945414], [-4.744985, -2.610746, 1.051024], [-4.125414, 5.410713, 0.353057], [7.072764, 1.002847, -1.297932], [-1.386150, -0.295823, -4.254024], [-0.552023, -0.919945, 4.971911], [1.247000, -7.018646, -5.599211], [-5.454030, 5.747451, -0.394420], [-3.098199, 0.463934, -2.377697], [9.079301, -0.623204, -1.518897], [2.719063, -3.847505, 0.300423], [2.425723, -3.316201, -1.118051], [-1.712443, 1.265456, 5.816648], [0.730318, 3.101665, -1.613705], [-3.318890, -4.640149, 1.781711], [-3.331504, -3.159151, 1.333943], [-2.753666, 3.462329, 1.203180], [-1.203026, -1.476036, -5.095050], [-4.059572, 3.889268, 0.600681], [2.497834, -6.403447, -3.573194], [7.841221, 2.248665, -1.825898], [-2.901933, 1.055328, -5.873100], [-3.376634, 4.773420, -3.979051], [-0.861326, -2.092076, 4.010030], [1.343305, 3.315988, -2.991917], [0.267523, -3.133999, 3.889530], [8.621549, 3.635274, 1.470269], [-2.851840, 5.952711, -0.414242], [-7.231041, 1.147365, 1.340571], [-5.596921, -2.715190, 2.271062], [1.066143, 0.141896, -4.073191], [6.458145, 0.362332, -2.523055], [5.870097, 1.436785, -0.395322], [-4.447542, -1.026600, 0.790597], [-5.429693, -3.396161, -0.142196], [7.928913, -0.123663, -0.550018], [-6.758547, 5.646162, 0.461216], [2.993861, -0.958719, -5.036394], [0.645002, -0.157285, 4.332625], [-2.673802, -0.626053, -3.370891], [-4.611073, -3.358421, -1.466407], [0.122062, 4.491488, 3.693582], [0.860569, -0.010350, 0.785535], [0.639194, -5.341876, -1.189809], [-0.154555, -0.113332, -3.306959], [-0.605105, -0.297779, 0.560606], [-2.560382, 5.245450, -1.805229], [0.259357, 3.322099, 2.709810], [8.693647, 3.064446, -0.870028], [-0.913897, -2.346207, 7.184973], [-5.497207, -0.172449, 0.271337], [-0.521779, -4.607310, -0.505097], [0.997247, -3.777861, -3.172296], [-0.003748, -1.416116, 6.376620], [-0.692194, 2.014281, 7.840216], [2.808229, -5.214674, -2.699179], [-1.918149, -0.063677, 5.104988], [-4.030164, 6.102254, 1.703250], [-1.599676, 1.043073, -5.052696], [4.768342, 0.329112, -0.083144], [3.325193, -3.178216, 0.910971], [-5.032316, -2.072826, 2.946850], [8.977567, 4.003134, -1.345786], [-4.298543, 3.264193, -0.259710], [-1.515957, 1.863971, -4.340504], [-0.815844, -3.789773, -1.163316], [-5.036982, 0.775665, -0.006820], [1.931808, -7.199962, -3.090196], [1.492905, -0.817457, 4.150069], [-7.547426, 5.714707, -0.287830], [-6.380525, 1.761010, 1.637491], [0.123678, 3.734513, 1.710011], [3.348919, -1.884464, -5.489200], [2.934602, -0.429021, -5.987189], [0.981074, -6.584867, -6.563174], [9.637691, 2.541458, -0.717206], [0.527930, -4.481241, -3.860115], [-3.091201, 5.846602, 2.194265], [7.175047, -0.868665, -0.295518], [1.723020, 0.653818, -3.369953], [1.396072, 0.079551, -0.159581], [-3.087978, 0.125573, -6.410743], [-1.736499, -2.532480, 4.487738], [-0.878732, -2.399820, -4.615935], [8.351467, 0.347759, 0.337279], [1.245052, -6.007511, -0.575006], [-3.987953, 7.189793, 1.643436], [-3.549278, -3.594745, -1.396923], [0.492792, -3.768772, 4.746507], [3.387706, -5.543368, -1.836461], [8.679780, -1.230049, -2.331443], [-2.288771, 0.065993, 4.088172], [-4.997811, -3.985475, -2.269739], [-3.472989, -5.365474, 0.982798], [1.953159, -7.790717, -5.904725], [1.217601, -2.688997, 3.593848], [-6.838550, 6.498340, 1.136119], [-2.048917, 5.953508, 0.322930], [-3.584471, 1.291460, -2.894261], [-4.885362, 3.841181, 1.310515], [-1.878354, -1.931012, 7.477440], [-1.638695, 5.676049, -2.196632], [-2.483587, -1.484609, -2.726835], [-1.895323, 3.560187, 0.538526], [-5.604591, 5.070022, -1.234958], [0.292247, 0.197334, 3.364161], [3.822637, -0.601875, -4.424938], [-0.100836, -3.900460, 3.207656], [1.223643, 2.814179, 2.726102], [-2.876138, 1.733147, -6.726334], [-1.285232, -1.698612, 3.086126], [1.072469, 0.925552, -4.830768], [-2.301966, 0.854500, -1.744000], [-2.570802, 3.925298, 2.172884], [0.924956, -1.919557, 6.107985], [-2.586784, 1.912040, 5.742152], [9.192122, 4.553332, 1.329865], [-1.058393, -3.383605, 6.883271], [1.360170, 3.615792, -0.887706], [-5.644188, -4.370576, 0.296662], [-4.892895, 5.813415, 2.303550], [0.290762, 1.964201, 7.371826], [-4.626574, -2.337089, -1.846860], [5.166173, -0.625051, 0.262401], [0.294520, -0.491487, 6.870784], [-3.502915, -0.826476, -4.049496], [-0.932627, 1.743730, 5.223993], [-6.640747, -2.505243, 2.037708], [-3.775380, 1.384077, -5.309990], [8.484834, 1.920688, -2.642168], [5.486592, 2.346616, -0.857093], [3.152005, -4.838426, 0.163556], [-0.131932, -0.967115, -2.629735], [1.749736, -2.462270, -1.073994], [-1.348722, -5.275249, -0.263995], [-2.644205, -0.664760, 5.652389], [3.504332, -4.554195, -3.216179], [7.148710, 2.933046, -2.315954], [-0.377207, 0.759728, -2.693529], [-4.001769, -5.014218, 2.544504], [-3.897801, -0.600223, 1.629693], [4.133128, 0.656803, 0.739787], [-3.592165, -1.001833, 0.115447], [9.578936, 0.236615, -1.965198], [9.258744, 2.844464, 1.866109], [-0.737031, 1.163521, -5.708011], [-8.021318, 1.201886, 2.089296], [1.843774, -4.035983, 0.922076], [6.342993, 1.705969, 0.549135], [-2.874686, 2.466128, 1.628669], [-0.368396, -2.471860, 8.120253], [6.044909, -0.586213, -2.180126], [3.515173, -6.769264, -3.712094], [0.292930, -6.012175, -1.976506], [-6.742204, 4.642451, 0.885955], [7.891198, 3.945967, 2.217377], [-2.460424, -4.959026, 2.372862], [-0.445216, -1.130069, -5.797990], [-5.221870, 6.760844, -0.721895], [1.024129, 0.640864, 4.970834], [0.187160, -3.150472, -2.800473], [-0.712812, 1.777789, 8.904051], [-2.192317, -1.646166, -5.519860], [-5.545579, -3.709690, 2.714257], [-2.888412, -2.514129, 2.092710], [-0.262596, 3.530960, -1.479824], [-0.490583, 2.533586, 2.772545], [-1.156167, 2.990096, 7.696631], [3.322137, -3.012570, -1.658731], [-7.759387, 1.321034, 0.403130], [-3.108043, 7.004652, -0.540225], [-2.756757, -3.037701, 0.415782], [9.896410, -1.120489, -0.996274], [-3.841773, -0.045792, -1.765014], [0.321073, -7.384924, -5.155806], [-2.448009, 4.166900, -1.694802], [-6.425660, -2.980373, -0.294674], [7.216637, 0.159668, -3.279185], [5.676541, 1.011581, -2.917594], [-3.408140, 3.689266, -3.870820], [1.210559, -0.884262, 1.334996], [-0.298347, -4.046056, 0.402188], [1.787196, -3.252455, -3.708973], [-2.412439, 5.084380, -4.381210], [0.598907, 2.078112, -1.262746], [-4.039554, 5.134924, -4.765142], [4.117472, 0.147778, -0.938474], [1.153490, 0.860804, 1.371533], [-5.955000, -0.649974, -0.594973]],
  "forces_ev_per_angstrom": [[1.6, 0.8, 0.4], [0.5, 0.2, -0.8], [-0.1, -0.3, 0.4], [-0.1, 0.2, 0.8], [0.2, 0.1, 0.1], [-1.0, -0.5, -0.6], [-1.6, -0.4, -0.6], [-0.3, 0.4, -0.1], [0.7, -1.4, -1.0], [1.5, -0.9, 0.3], [1.2, -0.7, 1.0], [2.6, -0.3, 3.7], [-0.5, -0.2, -0.2], [-0.6, 0.7, 0.1], [-0.1, -0.2, -0.6], [0.2, 1.7, -1.0], [0.2, -1.1, 0.7], [0.9, -0.6, 0.6], [-0.5, -0.7, 0.5], [-0.1, 1.7, -2.8], [0.4, 1.1, -1.2], [1.0, -0.3, -0.7], [-0.4, -0.2, -0.2], [-1.4, 0.4, 3.0], [0.3, 0.3, -0.1], [0.0, 0.5, -0.5], [0.2, 0.5, 0.9], [0.0, 0.0, -0.8], [-0.9, 0.7, 0.7], [-0.2, -0.4, -0.6], [-1.5, -0.9, 1.1], [0.0, -1.4, 0.4], [-0.5, 0.4, 1.1], [-0.3, -0.6, 0.4], [-0.7, -1.1, 0.3], [-0.3, -0.3, 1.3], [-0.1, 0.6, -1.3], [-0.2, 1.2, 0.8], [-1.1, 0.6, -1.0], [0.1, -0.1, -0.4], [0.1, 0.1, -0.2], [0.8, 0.6, -0.2], [-0.3, -0.2, 2.1], [-1.3, 0.9, -1.2], [-0.4, 0.1, -0.2], [0.2, 0.6, 0.4], [-1.7, -0.5, -1.1], [0.6, 0.0, 0.1], [0.8, -0.4, 0.2], [2.6, 0.8, 0.1], [0.3, -0.1, 0.5], [0.1, -1.1, 1.0], [2.1, -2.1, -0.2], [0.9, 0.6, 0.3], [0.8, 1.3, -1.8], [1.7, 0.3, -1.1], [-0.1, 0.2, -2.1], [-1.0, 0.0, 0.0], [1.0, 1.3, 0.3], [-0.1, 0.5, 0.5], [-4.3, 0.8, -4.6], [0.7, -0.2, -0.5], [1.3, -0.2, -0.5], [-2.1, 0.3, -0.6], [-0.4, 0.6, 1.2], [-0.5, 0.2, 0.9], [0.8, -0.6, -0.7], [0.0, -1.1, 0.6], [0.4, 0.5, 0.7], [-2.8, -0.4, 1.3], [0.7, 0.7, -0.4], [-0.4, 0.1, 1.2], [-0.5, -0.4, -1.4], [-0.7, -1.2, -0.4], [-0.1, -0.8, 2.4], [1.1, -0.6, -0.1], [-0.3, -0.1, 0.0], [-0.3, -0.8, -0.4], [0.7, 0.8, -0.8], [0.4, -0.1, -0.4], [-1.1, 0.3, 0.4], [-0.3, 0.3, -0.1], [-0.1, 0.7, -0.4], [-0.1, -0.1, 0.2], [-0.6, -0.2, -0.1], [-0.2, 0.3, 0.1], [-0.1, 0.0, 0.2], [-0.2, -0.2, 0.3], [-0.2, -0.1, 0.2], [-0.8, 1.6, -0.4], [0.2, 0.3, 0.1], [-0.5, -0.8, 0.8], [0.3, 1.0, 0.2], [-0.1, 0.4, 0.2], [0.2, -0.2, 0.4], [0.5, -0.4, 0.4], [-0.2, -0.3, -0.1], [0.4, 0.0, 0.1], [0.4, -0.1, 0.4], [0.1, -0.3, -0.1], [-0.1, -0.3, 0.4], [0.0, -0.5, 0.1], [0.1, 0.5, 0.5], [-0.3, 0.0, 0.0], [-0.1, 0.3, 0.5], [-0.4, 0.0, -0.6], [-0.1, -0.3, 0.4], [-0.3, 0.6, 0.6], [0.3, -0.6, -0.2], [0.2, -0.2, 0.2], [0.3, 0.1, -0.1], [-0.4, -0.1, 0.4], [0.3, 0.2, -0.3], [0.1, -0.2, 0.7], [-0.1, -0.2, -0.4], [-0.2, -0.5, 0.3], [0.2, -0.5, -0.4], [0.0, 0.1, 0.1], [0.1, -0.8, 0.1], [0.1, 0.2, -0.2], [0.2, -0.1, 0.0], [0.6, -0.3, -0.6], [-0.1, -0.3, 0.1], [0.8, 0.2, 0.0], [0.0, 0.3, 0.1], [-0.6, 0.4, 0.6], [0.3, 0.2, -0.7], [0.1, 0.2, 0.2], [0.6, 0.4, 0.3], [0.9, 0.4, -0.2], [-0.7, 0.0, -0.4], [0.0, -0.3, 0.1], [0.3, 0.8, -0.3], [0.0, -0.1, 0.0], [-0.3, -0.1, -0.1], [0.4, -0.1, -0.5], [0.1, 0.2, -0.8], [0.2, -0.2, 0.1], [0.5, -0.2, -0.2], [0.2, 0.0, 0.0], [0.3, 0.4, 0.5], [-0.2, 0.1, 0.0], [0.3, 0.1, 0.0], [-0.5, -0.3, 0.2], [0.3, -0.1, -0.2], [0.6, 0.5, 0.7], [0.4, 0.6, 0.2], [0.0, -0.4, 0.2], [0.0, -0.3, 0.1], [-0.3, -0.3, 0.0], [0.6, 0.1, 0.5], [0.1, -0.1, -0.2], [-0.2, -0.1, -0.1], [0.1, -0.1, -0.4], [0.3, -0.3, 0.1], [-0.7, 0.6, -0.1], [-0.7, -0.4, 0.3], [0.0, 0.0, -0.2], [-0.9, 0.9, -0.1], [-0.6, -0.4, 0.7], [0.3, 0.3, 0.0], [0.0, -0.5, -0.5], [-0.1, 0.1, 0.0], [0.1, 0.0, 0.1], [-0.1, -0.3, 0.1], [0.4, -0.6, 0.3], [-0.4, 0.3, -0.4], [-0.2, 0.0, -0.2], [0.2, -0.7, -1.0], [0.0, 0.1, 0.2], [-0.1, 0.1, -0.2], [0.0, -0.4, -0.8], [-0.3, 0.2, -0.1], [-0.6, 0.3, 0.5], [-0.3, -0.5, -0.1], [0.9, 0.6, -0.7], [-0.2, -0.8, -0.5], [-0.6, -0.1, -0.3], [-0.3, 0.0, 0.0], [0.5, 0.4, 0.1], [0.4, 0.0, -0.2], [0.4, -0.2, -0.6], [0.0, -0.1, -0.4], [-0.2, 0.0, -0.1], [-0.2, 0.2, -0.4], [-0.3, 0.2, 0.6], [-0.1, 0.0, -0.2], [-0.1, -0.4, -0.1], [0.5, 0.5, -0.3], [0.1, 0.0, -0.4], [0.0, 0.2, 0.2], [-0.5, -0.3, 0.2], [0.0, 0.3, 0.1], [0.2, -0.4, 0.1], [0.6, -0.2, 0.4], [0.2, 0.4, 0.1], [-0.1, 0.2, 0.1], [0.1, 0.0, 0.1], [0.0, -0.2, -0.1], [0.5, -0.1, -0.1], [0.5, -0.3, 0.1], [-0.5, 0.3, 0.2], [0.5, -0.3, 0.3], [0.5, -0.4, -0.2], [-0.7, -0.1, 0.6], [0.0, 0.1, -0.2], [-0.6, 0.1, 0.0], [-0.1, 0.4, -0.4]],
  "mulliken_charge": [1.334, -0.379, -0.371, -0.408, -0.360, -0.363, -0.363, -0.245, -0.377, -0.693, -0.267, -0.201, -0.204, -0.450, 0.115, -0.411, -0.026, -0.604, -0.728, 0.808, 0.269, 0.304, 0.349, 0.320, 0.792, -0.853, -0.281, 0.373, -1.236, -1.473, 0.718, -0.448, 0.778, -1.633, 2.155, -0.550, -0.892, -0.844, -0.905, -0.715, -1.442, -0.526, 1.037, 0.341, -1.394, -0.907, -0.830, -0.668, -0.836, -1.343, -1.521, -0.430, 1.211, -0.768, -0.261, -1.195, -0.994, -0.235, -0.881, -0.524, 0.359, -0.268, -1.250, 2.343, 0.039, 0.074, 0.160, -0.772, -1.551, -0.143, 0.461, -0.731, -0.428, -0.749, -0.687, -0.150, -0.979, 0.067, -1.018, 0.432, 0.279, 0.465, 0.231, 0.068, -0.597, -0.083, 0.381, -0.054, 0.449, 0.235, 0.106, 0.354, 0.411, 0.256, 0.362, 0.755, 0.376, 0.392, 0.164, -0.054, 0.370, 0.767, -0.139, 0.382, 0.510, 0.384, -0.141, 0.409, 0.567, 0.309, -0.212, 0.551, 0.475, 0.354, 0.220, 0.319, 0.493, 0.460, 0.535, 0.337, 0.628, -0.253, -0.163, 0.279, -0.434, 0.232, 0.296, 0.514, 0.414, -1.414, 0.619, 0.168, 0.339, 0.629, 0.586, 0.377, 0.297, 0.572, 0.659, 0.427, 0.343, 0.036, 0.325, 0.568, 0.671, -0.063, 0.344, 0.345, 0.470, 0.432, 0.421, -0.902, -0.444, 0.485, 0.569, 0.502, 0.464, -0.775, 0.373, -0.361, 0.268, -0.579, 0.305, 0.346, 0.609, 0.318, 0.062, 0.418, 0.214, 0.471, 0.470, 0.481, 0.613, 0.310, 0.264, 0.304, 0.436, 0.479, 0.499, -0.662, 0.246, 0.613, 0.358, -0.793, -0.576, -0.292, 0.310, 0.336, 0.284, 0.590, -0.740, 0.403, -0.801, 0.337, -0.421, 0.581, 0.519, 0.504, 0.016, 0.380, -0.364, 0.465, 0.371, -0.638, 0.385, 0.217, -0.346, 0.329]
}